Formula: C36H30N11Rb
Source: the OMol25 dataset
Level of theory: wB97M-V/def2-TZVPD

Each line ends with the Mulliken charge.
Element x y z (Å)
Rb -0.85965 0.67394 1.89103  -0.45
C -5.40065 2.28034 -2.07567  -0.60
C -5.75145 0.94694 -2.39047  -0.54
C -4.79435 -0.07276 -2.36637  -0.41
C -3.51645 0.28854 -2.00147  0.07
C -2.28255 -0.44286 -1.84367  0.58
N -1.32815 0.23274 -1.31877  -0.12
C -1.72955 1.54714 -1.45007  -1.01
N -0.90485 2.54254 -1.57487  -0.85
C 0.33665 2.04184 -1.30017  0.30
C 1.43815 1.80644 -2.08947  -0.09
C 1.69875 2.09614 -3.42547  -0.64
C 2.94495 1.67644 -3.90857  -0.54
C 3.86855 0.99384 -3.08717  -0.76
C 3.59385 0.69134 -1.74227  -0.27
C 2.34985 1.10484 -1.26497  0.81
C 1.73565 0.97064 -0.01087  -0.35
N 2.35115 0.59654 1.16853  -0.35
C 2.16575 -0.61546 1.61403  0.44
N 1.23745 -1.60716 1.28703  -0.07
C 2.01515 -2.44536 0.70383  -0.27
N 1.82425 -2.99036 -0.50737  -0.56
C 1.07975 -2.43706 -1.42207  -0.10
N 0.19605 -1.35626 -1.45347  0.28
C -0.71805 -1.86626 -2.37577  0.08
N -1.97985 -1.57716 -2.49377  -0.82
C -0.13145 -2.84436 -3.26267  0.10
C -0.55205 -3.39956 -4.45647  -0.29
C 0.29205 -4.33556 -5.06267  -0.55
C 1.50865 -4.69816 -4.45227  -0.52
C 1.88935 -4.12226 -3.23537  -0.40
C 1.04445 -3.17616 -2.68257  -0.08
C 3.33155 -2.48726 1.32703  0.57
C 4.39645 -3.35696 1.23423  -0.40
C 5.55595 -3.00356 1.93013  -0.48
C 5.62605 -1.79036 2.65323  -0.48
C 4.53455 -0.91276 2.70043  -0.69
C 3.37995 -1.31706 2.06493  -0.19
N 0.57605 1.61804 -0.07647  -0.01
C -3.16735 1.59244 -1.69637  0.89
C -4.08465 2.62044 -1.73697  -0.29
H -6.16495 3.05374 -2.10097  0.38
H -6.77975 0.71014 -2.65397  0.37
H -5.03245 -1.10286 -2.60417  0.50
H 0.96355 2.60134 -4.03807  0.45
H 3.19575 1.86564 -4.94927  0.33
H 4.81405 0.67044 -3.51537  0.34
H 4.27815 0.14294 -1.10977  0.49
H -1.49635 -3.10056 -4.89287  0.52
H 0.00355 -4.78826 -6.00657  0.36
H 2.15165 -5.43576 -4.92267  0.37
H 2.80515 -4.39556 -2.72777  0.50
H 4.32735 -4.25676 0.63373  0.47
H 6.42605 -3.65476 1.88753  0.35
H 6.55695 -1.51566 3.14443  0.36
H 4.59955 0.06124 3.17053  0.42
H -3.79195 3.63754 -1.50517  0.48
N 0.51755 2.54384 3.39303  -0.56
C 0.20075 2.57184 4.78693  -0.42
C -1.29335 2.82944 4.83743  -0.75
N -1.99935 2.17254 3.68973  0.34
C -3.41225 2.04554 4.17593  -0.74
C -4.13295 0.92014 3.45913  -0.56
N -3.60105 0.94894 2.13233  -0.59
H 1.79285 2.05704 3.19253  0.30
H 0.78665 3.39294 3.01923  0.19
H 0.76595 3.33714 5.32683  0.30
H 0.42915 1.59644 5.22893  0.30
H -1.49575 3.90764 4.79673  0.31
H -1.64005 2.46674 5.81303  0.29
H -2.02515 2.87994 2.92853  0.22
H -3.92475 3.00074 4.00223  0.30
H -3.47945 1.82914 5.24923  0.31
H -5.21855 1.05254 3.47623  0.31
H -3.89225 -0.04056 3.92603  0.35
H -4.10555 1.49054 1.50803  0.15
H -3.97265 -0.18306 1.42633  0.30
H -0.92635 -0.77866 4.01243  -0.02

Summary:
Highest occupied orbital energy (alpha / beta) = 0.06 / 0.06 eV
Net charge = -2
Frontier orbital gap (alpha / beta) = 3.5 / 3.5 eV
Energy relative to the best compared isomer or geometry (same formula, charge and spin) = 3.322 eV
E_tot = -2015.910490 Ha